The following is a quantum chemistry calculation of 2 unconnected molecules or ions with the total composition C9H12I2O2Si in a non-equilibrium geometry, from OMol25.

Cartesian coordinates (Å):
C -1.479 0.756 3.933
C -0.332 0.037 3.807
C -2.187 1.095 2.793
C -0.444 0.158 1.366
C 0.169 -0.323 2.542
C -1.622 0.818 1.551
C 0.308 1.927 -2.987
C 3.046 -1.524 -1.107
C -1.173 -1.380 -1.975
O 0.764 0.818 -2.210
O 1.601 -1.457 -1.179
Si 0.325 -0.463 -1.401
I 1.973 -1.434 2.449
I -2.745 1.375 -0.235
H -2.027 0.748 4.796
H 0.401 -0.133 4.657
H -3.034 1.636 2.870
H 1.081 1.798 -3.743
H 0.415 2.891 -2.614
H -0.580 1.686 -3.516
H 3.346 -0.576 -1.784
H 3.385 -2.326 -1.655
H 3.335 -1.320 -0.107
H -1.427 -1.059 -2.961
H -1.083 -2.516 -1.923
H -2.016 -1.232 -1.366

Relative energy (zero: lowest compared OMol25 entry of this formula, charge and spin)   3.975 eV
Calculated total energy   -37699.3484 eV
E_LUMO   0.114 eV
Spin multiplicity   1



The following is a quantum chemistry calculation of 2 unconnected molecules or ions with the total composition CHClS in a non-equilibrium geometry, from OMol25.

Cartesian coordinates (Å):
C 0.029 -0.162 -1.143
S 0.215 -0.872 -2.509
Cl -0.375 0.169 2.302
H 0.131 0.865 1.350

Relative energy (zero: lowest compared OMol25 entry of this formula, charge and spin)   0.272 eV
Calculated total energy   -24408.7369 eV
E_LUMO   -0.403 eV
Spin multiplicity   1



The following is a quantum chemistry calculation of a molecular structure, C34H43AsMnN2P2S, from OMol25.

Cartesian coordinates (Å):
Mn -0.572 0.516 0.396
S 0.488 -1.143 -0.710
C 0.478 -2.917 -0.737
C -0.569 -3.718 -1.175
C -0.375 -5.092 -1.229
C 0.843 -5.666 -0.872
C 1.894 -4.869 -0.444
C 1.698 -3.495 -0.380
As 2.947 -2.134 0.088
C 3.958 -1.622 -1.448
C 3.680 -2.201 -2.682
C 4.382 -1.782 -3.802
C 5.340 -0.783 -3.693
C 5.599 -0.191 -2.463
C 4.900 -0.601 -1.338
C 4.136 -2.902 1.394
C 3.581 -3.744 2.358
C 4.390 -4.307 3.332
C 5.747 -4.010 3.363
C 6.298 -3.166 2.408
C 5.497 -2.604 1.425
H -1.517 -3.283 -1.458
H -1.186 -5.727 -1.559
H 0.972 -6.738 -0.934
H 2.845 -5.308 -0.171
H 2.940 -2.988 -2.771
H 4.186 -2.243 -4.760
H 5.884 -0.460 -4.570
H 6.345 0.587 -2.380
H 5.093 -0.122 -0.385
H 2.529 -4.005 2.316
H 3.969 -4.993 4.057
H 6.379 -4.449 4.123
H 7.358 -2.954 2.419
H 5.946 -1.974 0.669
C -0.223 3.701 2.034
P -1.353 2.589 1.159
C -2.817 2.498 2.221
C -1.902 3.559 -0.297
C -2.750 2.676 -1.214
P -1.870 1.101 -1.541
C -3.133 -0.052 -2.122
C -0.834 1.456 -2.990
H -0.734 4.638 2.262
H 0.654 3.910 1.424
H 0.109 3.239 2.964
H -3.198 3.503 2.407
H -2.554 2.035 3.172
H -3.589 1.883 1.763
H -1.005 3.910 -0.815
H -2.450 4.444 0.032
H -2.975 3.176 -2.158
H -3.705 2.433 -0.742
H -3.701 0.409 -2.931
H -3.801 -0.312 -1.302
H -2.663 -0.963 -2.490
H -1.456 1.759 -3.833
H -0.263 0.567 -3.258
H -0.130 2.259 -2.764
N -2.916 -0.921 1.783
C -2.029 -0.399 1.253
C -0.203 -2.656 2.967
N -0.077 -1.905 4.255
C 1.177 -2.276 4.971
C -0.254 -0.401 4.071
C 0.850 0.249 3.283
C 2.041 0.611 3.929
C 3.070 1.237 3.248
C 2.920 1.535 1.895
C 1.733 1.196 1.270
C 0.691 0.554 1.935
H -0.073 -3.714 3.177
H 0.575 -2.294 2.295
H -1.181 -2.457 2.540
H -0.855 -2.195 4.848
H 2.024 -2.042 4.332
H 1.146 -3.343 5.174
H 1.232 -1.718 5.902
H -0.324 0.007 5.079
H -1.211 -0.291 3.566
H 2.157 0.424 4.990
H 3.975 1.515 3.770
H 3.708 2.041 1.352
H 1.625 1.455 0.203

Relative energy (zero: lowest compared OMol25 entry of this formula, charge and spin)   2.541 eV
Calculated total energy   -160492.8311 eV
E_LUMO (spin up / spin down)   -5.430 / -7.219 eV
Spin multiplicity   4
Charge   +2



The following is a quantum chemistry calculation of CH3Br3SSi in the gas phase in a non-equilibrium geometry, from OMol25.

Cartesian coordinates (Å):
C -0.905 -0.364 0.234
Si 0.983 -0.285 -0.002
S -1.505 1.400 0.221
Br 1.803 -2.350 -0.132
Br 1.645 1.000 1.692
Br 1.854 0.808 -1.740
H -1.397 -1.024 -0.424
H -1.230 -0.660 1.309
H -1.248 1.476 -1.157

Relative energy (zero: lowest compared OMol25 entry of this formula, charge and spin)   0.051 eV
Calculated total energy   -229929.7121 eV
E_LUMO   0.187 eV
Spin multiplicity   1



The following is a quantum chemistry calculation of 2 unconnected molecules or ions with the total composition C4H7NO, from OMol25.

Cartesian coordinates (Å):
C 0.693 1.564 0.422
C -0.640 0.952 0.108
N -0.907 0.534 -1.063
C 0.557 -1.896 -0.572
C -0.284 -1.738 0.422
O -1.032 -1.665 1.320
H 0.608 2.650 0.323
H 1.455 1.213 -0.280
H 1.010 1.343 1.446
H -1.350 0.882 0.941
H -1.845 0.127 -1.100
H 0.865 -1.059 -1.184
H 0.872 -2.906 -0.783

Relative energy (zero: lowest compared OMol25 entry of this formula, charge and spin)   2.314 eV
Calculated total energy   -7797.3302 eV
E_LUMO   0.962 eV
Spin multiplicity   1



The following is a quantum chemistry calculation of a molecular structure, C34H35FKN12O2SSi in a non-equilibrium geometry, from OMol25.

Cartesian coordinates (Å):
K -0.158 0.617 -0.738
C 0.639 -2.254 3.960
Si 1.316 -3.414 2.646
C 0.517 -5.088 2.996
C 3.164 -3.594 3.062
N 0.979 -2.787 1.101
C 1.507 -3.278 -0.040
C 2.445 -4.340 -0.171
C 2.965 -4.765 -1.386
C 2.585 -4.174 -2.583
C 1.652 -3.139 -2.522
C 1.158 -2.740 -1.309
F 0.226 -1.748 -1.344
H 0.802 -2.696 4.949
H -0.432 -2.081 3.817
H 1.127 -1.272 3.957
H 0.748 -5.426 4.013
H 0.856 -5.860 2.298
H -0.571 -5.012 2.901
H 3.314 -3.525 4.147
H 3.759 -2.810 2.586
H 3.581 -4.551 2.736
H 2.780 -4.848 0.729
H 3.682 -5.579 -1.387
H 2.987 -4.500 -3.534
H 1.291 -2.631 -3.410
S 7.048 4.490 -0.702
N 6.523 3.410 0.377
C 5.408 2.907 -0.113
C 4.581 1.903 0.534
C 4.891 1.339 1.774
C 4.029 0.413 2.309
C 2.866 0.092 1.602
N 2.559 0.621 0.431
C 3.412 1.496 -0.114
C 3.064 2.033 -1.455
N 1.969 1.534 -2.034
C 1.612 2.000 -3.216
C 2.316 2.993 -3.899
C 3.459 3.499 -3.319
C 3.852 3.009 -2.073
C 5.047 3.455 -1.378
N 5.893 4.361 -1.823
H 5.792 1.647 2.290
H 4.217 -0.056 3.267
H 2.154 -0.629 1.979
H 0.705 1.579 -3.644
H 1.962 3.347 -4.858
H 4.049 4.266 -3.805
C -0.683 1.357 3.476
N -0.993 1.680 2.096
C -1.588 2.807 1.915
C -1.917 3.382 0.646
C -2.541 4.616 0.401
C -2.619 4.728 -0.992
C -2.041 3.550 -1.497
N -1.613 2.738 -0.520
C 0.582 2.022 3.989
C 0.893 1.949 5.346
C 2.054 2.516 5.846
C 2.930 3.178 4.993
C 2.624 3.264 3.643
C 1.462 2.689 3.142
H -0.545 0.274 3.555
H -1.511 1.602 4.159
H -1.868 3.415 2.788
H -2.881 5.323 1.146
H -3.040 5.544 -1.564
H -1.930 3.260 -2.538
H 0.211 1.435 6.018
H 2.273 2.449 6.905
H 3.838 3.627 5.379
H 3.297 3.780 2.967
H 1.223 2.769 2.089
N -1.643 -1.332 1.591
N -2.830 -1.697 0.950
C -3.205 -1.367 -0.294
N -4.401 -1.834 -0.690
N -2.334 -0.603 -0.959
N -2.556 -0.264 -2.263
O -3.610 -0.499 -2.889
O -1.613 0.313 -2.794
H -0.845 -1.861 1.218
H -1.490 -0.328 1.511
H -3.472 -2.208 1.516
H -4.880 -2.512 -0.124
H -4.691 -1.630 -1.621

Relative energy (zero: lowest compared OMol25 entry of this formula, charge and spin)   0.718 eV
Calculated total energy   -95559.4739 eV
E_LUMO   1.412 eV
Spin multiplicity   1
Charge   -1



The following is a quantum chemistry calculation of a gas-phase ion, C2N2O3S (charge -2) in a non-equilibrium geometry, from OMol25.

Cartesian coordinates (Å):
C -0.367 -0.967 0.062
C 1.033 0.702 0.112
N 0.955 -0.612 0.186
N -1.081 0.161 -0.189
O -0.800 -2.120 0.080
O 2.013 1.443 0.175
O -0.234 1.264 -0.098
S -3.183 0.724 0.124

Calculated total energy   -22029.7534 eV
E_LUMO   5.985 eV
Spin multiplicity   1
Charge   -2



The following is a quantum chemistry calculation of a molecular structure, C13H4Br4ClO4Re in a non-equilibrium geometry, from OMol25.

Cartesian coordinates (Å):
Re 0.000 -2.409 -1.368
Br -1.587 3.732 -2.974
C -0.756 2.152 -2.392
C 0.755 2.151 -2.391
Br 1.587 3.732 -2.972
C 1.621 1.161 -1.977
Br 3.457 1.276 -1.879
C 1.020 -0.120 -1.499
O 1.621 -1.345 -1.347
C -1.020 -0.119 -1.499
O -1.622 -1.345 -1.346
C -1.621 1.162 -1.977
Br -3.457 1.277 -1.879
Cl 0.000 0.981 4.681
C 0.000 -0.161 3.393
C 0.000 -1.519 3.666
C 0.000 -2.403 2.607
C 0.000 -1.952 1.298
O 0.001 -2.986 0.356
C 0.000 -0.570 0.986
C 0.000 0.165 -0.347
O 0.000 -0.396 -2.506
C 0.000 0.294 2.086
H 0.000 -1.874 4.687
H 0.001 -3.471 2.775
H 0.000 1.223 -0.105
H 0.000 1.364 1.922

Relative energy (zero: lowest compared OMol25 entry of this formula, charge and spin)   0.020 eV
Calculated total energy   -316544.7573 eV
E_LUMO (spin up / spin down)   -6.552 / -5.998 eV
Spin multiplicity   2
Charge   +1



The following is a quantum chemistry calculation of a molecular structure, C8H22InN4O4 in a non-equilibrium geometry, from OMol25.

Cartesian coordinates (Å):
In -10.796 -14.643 10.804
C -17.528 -15.240 15.334
C -16.494 -14.089 15.305
C -15.463 -14.401 16.359
O -15.877 -13.734 14.039
H -17.078 -16.116 14.866
H -18.363 -14.868 14.741
H -17.964 -15.683 16.229
H -17.139 -13.234 15.508
H -14.531 -13.859 16.200
H -15.286 -15.473 16.443
H -15.929 -14.152 17.312
C -2.475 -15.270 12.104
C -3.208 -16.646 11.830
C -2.718 -17.730 12.825
O -4.575 -16.589 11.696
H -1.492 -15.406 12.557
H -2.945 -14.579 12.803
H -2.202 -14.673 11.234
H -2.889 -16.970 10.839
H -3.045 -17.484 13.835
H -1.636 -17.768 12.705
H -3.101 -18.728 12.607
C -10.540 -8.705 15.319
O -10.319 -9.576 14.464
N -10.602 -8.922 16.565
N -10.811 -7.464 15.009
H -10.557 -9.873 16.903
H -10.538 -8.118 17.172
H -11.166 -6.931 15.790
H -10.735 -7.323 14.012
C -15.448 -14.254 5.382
O -14.580 -14.795 6.030
N -15.213 -13.670 4.224
N -16.673 -14.260 5.807
H -14.262 -13.511 3.923
H -15.979 -13.268 3.702
H -16.855 -14.727 6.684
H -17.370 -13.684 5.357

Relative energy (zero: lowest compared OMol25 entry of this formula, charge and spin)   5.747 eV
Calculated total energy   -27961.3323 eV
E_LUMO   -7.765 eV
Spin multiplicity   1
Charge   +1



The following is a quantum chemistry calculation of 2 unconnected molecules or ions with the total composition C4H8NO in a non-equilibrium geometry, from OMol25.

Cartesian coordinates (Å):
C 2.812 -0.267 -0.128
C -0.374 1.335 -0.472
C 0.496 0.188 -0.077
C -1.762 -0.889 -0.449
N -0.681 -0.020 -0.723
O 1.725 -0.195 -0.694
H 3.551 -0.587 -0.761
H 2.750 -0.345 0.942
H -1.009 1.710 0.345
H -0.127 1.902 -1.417
H 0.912 0.473 1.582
H -1.692 -1.969 -0.656
H -2.293 -0.910 0.587
H -2.690 -0.546 -1.067

Relative energy (zero: lowest compared OMol25 entry of this formula, charge and spin)   6.817 eV
Calculated total energy   -7801.2854 eV
E_LUMO   -6.450 eV
Spin multiplicity   1
Charge   +1



The following is a quantum chemistry calculation of 2 unconnected molecules or ions with the total composition C5H4O2, from OMol25.

Cartesian coordinates (Å):
O 0.936 -2.003 -1.476
C 0.633 -1.181 -0.685
C 1.087 -1.119 0.864
C 0.375 0.113 1.163
C -0.310 0.779 0.382
C -0.327 0.117 -0.951
O -0.843 0.339 -1.997
H 0.737 -2.016 1.385
H 2.178 -1.072 0.925
H -1.993 2.819 0.397
H -2.472 3.224 -0.007

Relative energy (zero: lowest compared OMol25 entry of this formula, charge and spin)   4.955 eV
Calculated total energy   -9339.2267 eV
E_LUMO   -1.064 eV
Spin multiplicity   1



The following is a quantum chemistry calculation of CH2F3O2P in the gas phase in a non-equilibrium geometry, from OMol25.

Cartesian coordinates (Å):
C 1.265 0.051 0.121
O -1.771 -0.648 -0.290
O 0.476 0.435 1.039
F 2.069 -0.948 0.497
F 2.071 1.061 -0.340
F 0.787 -0.487 -0.998
P -1.289 0.844 -0.039
H -1.479 -1.190 -1.058
H -2.129 0.882 1.068

Relative energy (zero: lowest compared OMol25 entry of this formula, charge and spin)   1.185 eV
Calculated total energy   -22605.5016 eV
E_LUMO   -0.443 eV
Spin multiplicity   1



The following is a quantum chemistry calculation of a molecular structure, C40H39AlGeN3O6SSi, from OMol25.

Cartesian coordinates (Å):
Al -0.328 0.289 -0.208
O -4.911 -1.065 3.213
C -3.984 -0.778 2.523
C -2.513 -0.672 2.972
O -2.102 -0.736 4.100
C -1.778 -0.458 1.724
C -2.620 -0.297 0.643
O -2.073 -0.064 -0.532
C -4.029 -0.482 1.008
O -5.012 -0.430 0.321
O -0.475 -0.405 1.496
N 1.752 -0.180 0.098
N 2.484 -0.593 -1.010
C 1.935 -0.542 -2.234
N 2.691 -0.967 -3.242
S 0.383 0.068 -2.506
H 2.110 0.690 0.489
H 1.745 -0.886 0.830
H 3.363 -1.058 -0.866
H 3.536 -1.495 -3.085
H 2.260 -1.027 -4.148
C -0.228 -5.751 3.274
C 0.659 -6.014 2.238
C 0.664 -5.212 1.101
C -0.225 -4.140 0.985
C -1.113 -3.891 2.036
C -1.120 -4.690 3.170
Ge -0.291 -3.007 -0.610
C -2.017 -3.314 -1.468
C -2.463 -2.538 -2.542
C -3.717 -2.754 -3.096
C -4.545 -3.744 -2.578
C -4.111 -4.526 -1.518
C -2.856 -4.308 -0.958
C 1.127 -3.618 -1.835
C 2.453 -3.757 -1.405
C 3.455 -4.172 -2.278
C 3.146 -4.437 -3.610
C 1.836 -4.295 -4.054
C 0.836 -3.888 -3.174
H -0.225 -6.373 4.161
H 1.351 -6.844 2.314
H 1.348 -5.446 0.293
H -1.815 -3.069 1.967
H -1.817 -4.481 3.973
H -1.839 -1.746 -2.936
H -4.059 -2.134 -3.916
H -5.535 -3.897 -2.994
H -4.753 -5.299 -1.112
H -2.531 -4.915 -0.122
H 2.707 -3.559 -0.365
H 4.472 -4.301 -1.920
H 3.920 -4.768 -4.292
H 1.589 -4.511 -5.087
H -0.186 -3.796 -3.530
C 2.010 3.804 -1.945
C 0.755 4.385 -1.285
C 0.948 5.900 -1.070
C -0.454 4.185 -2.211
Si 0.386 3.485 0.328
O -0.079 1.975 -0.022
C -0.933 4.335 1.327
C -2.199 3.764 1.464
C -3.180 4.371 2.239
C -2.907 5.567 2.889
C -1.653 6.155 2.762
C -0.675 5.541 1.990
C 1.914 3.265 1.420
C 1.948 2.132 2.250
C 3.029 1.874 3.086
C 4.112 2.745 3.109
C 4.093 3.884 2.313
C 3.004 4.141 1.486
H 2.188 4.296 -2.910
H 1.894 2.730 -2.135
H 2.900 3.945 -1.324
H 1.122 6.397 -2.034
H 1.809 6.122 -0.429
H 0.065 6.353 -0.613
H -0.265 4.666 -3.179
H -1.360 4.628 -1.785
H -0.652 3.126 -2.389
H -2.422 2.828 0.956
H -4.155 3.909 2.340
H -3.668 6.041 3.496
H -1.436 7.088 3.269
H 0.307 6.005 1.915
H 1.089 1.461 2.273
H 3.014 1.005 3.736
H 4.960 2.548 3.753
H 4.926 4.577 2.342
H 3.011 5.049 0.889

Relative energy (zero: lowest compared OMol25 entry of this formula, charge and spin)   0.000 eV
Calculated total energy   -140699.8551 eV
E_LUMO (spin up / spin down)   -0.371 / -1.659 eV
Spin multiplicity   2